The following is a quantum chemistry calculation of C23H48O5P4W as an isolated structure at a distorted geometry, from OMol25.

```
! wB97M-V def2-TZVPD RIJCOSX def2/J DEFGRID3
* xyz 4 3
C -3.456 -1.191 -2.006
W -0.129 0.438 -0.825
H -2.304 -2.292 1.416
H 3.439 1.996 -1.080
H 3.141 0.782 5.203
C 1.413 -3.599 3.249
H 3.326 -1.362 1.091
C -2.565 2.975 -1.914
H -1.068 2.473 -4.069
C -0.900 -0.916 -3.817
H 0.906 -2.079 -3.692
H -3.583 -1.151 0.982
H 2.208 -2.583 -1.340
C 0.486 -1.076 -3.772
H 3.227 1.638 3.651
H -2.796 4.005 -2.221
H 2.406 -0.070 -3.904
C 0.767 1.332 -3.923
H -3.648 -2.828 0.337
H -1.794 1.031 3.374
H -3.189 -0.141 5.053
H -0.174 5.038 -2.100
C 0.193 4.004 -2.134
H -1.956 3.567 0.980
H -0.565 -2.746 -2.282
C -0.623 1.482 -3.957
H 1.207 -2.957 4.115
C -1.460 0.365 -3.885
H -3.311 2.612 -1.197
C -2.777 -0.701 4.209
H -2.579 2.320 -2.790
C -1.104 -2.925 -1.348
H 1.205 3.951 -1.711
H -1.532 -1.804 -3.816
O 1.152 0.485 2.494
H 2.509 -0.816 3.473
P -0.925 2.967 -1.125
H 1.423 2.199 -3.975
C 2.549 1.151 4.357
C 1.076 1.719 0.100
H -3.776 -0.145 -1.921
H 2.481 -3.538 3.004
H 0.646 -3.927 1.246
C 0.550 -3.215 2.077
H -0.232 4.050 0.929
H -1.798 -3.765 -1.481
C 2.881 -1.822 -1.759
H -1.457 5.009 0.025
H -4.287 -1.850 -1.734
H 2.926 1.428 -2.664
H -0.754 0.032 4.431
O -1.081 -0.740 2.486
H -2.549 0.500 -3.909
H -0.512 -3.142 2.349
H 1.845 1.895 4.740
H -3.574 -0.753 3.465
H -3.183 -1.384 -3.042
C -2.986 -1.994 0.615
H -0.361 -3.157 -0.574
C -1.166 4.000 0.356
O 1.699 2.545 0.699
O -2.695 1.183 0.889
H 1.043 -0.403 4.419
C 3.430 1.126 -1.744
H -2.532 -1.709 4.560
H 1.170 -4.633 3.522
H 4.455 0.813 -1.973
P 2.552 -0.243 -0.925
H 3.198 0.394 1.320
C 3.505 -0.391 0.621
C 1.322 0.044 -3.862
C 1.809 -0.004 3.732
H 0.220 3.660 -3.170
H 4.573 -0.277 0.385
P -2.071 -1.482 -0.867
C -1.557 0.004 3.683
C -1.774 0.814 0.214
H 2.691 -1.756 -2.832
H 3.924 -2.126 -1.604
P 0.219 -0.449 1.529
O 1.010 -1.885 1.567
*
```

The value obtained for the molar mass is 712.4 Da. The value obtained for the HOMO-LUMO gap (spin up / spin down) is 7.1 / 6.3 eV. For the total energy, the calculation gives -2712.357793 a.u. The energy above the lowest of the compared OMol25 structures with the same formula, charge and spin comes out at 0.0 kcal/mol. The expectation value of S² is 2.018.

The following is a quantum chemistry calculation of C38H40N10OOs as an isolated structure at a distorted geometry, from OMol25.

```
! wB97M-V def2-TZVPD RIJCOSX def2/J DEFGRID3
* xyz 4 5
C 2.897 6.810 -0.619
H -5.839 -4.485 0.224
C 2.998 -2.011 5.616
N -1.253 -2.523 -0.087
N 0.899 -1.252 -4.543
C 1.531 -1.540 5.405
C -3.078 -4.021 -0.328
C 2.466 7.063 0.687
C -4.111 -5.351 3.154
N 3.617 5.963 -3.444
H -6.451 -5.200 1.771
H 2.142 0.607 5.355
H -0.328 4.493 2.143
H 0.266 -0.393 -6.820
C 1.418 6.315 1.217
H -4.915 -7.313 1.356
C 0.549 -2.393 6.202
N 0.038 -0.216 -4.775
H -3.156 -7.034 1.141
C 0.097 -2.248 3.372
H 1.116 6.499 2.249
H 3.117 -3.039 5.227
C 1.998 -0.820 3.005
H 0.772 -2.342 7.293
C 1.663 -0.682 1.680
N -0.583 3.219 0.426
H -4.313 -6.541 -0.128
H 3.751 7.334 -1.031
N -0.392 1.163 -0.308
C -1.267 -2.792 1.281
H 0.613 4.399 -1.494
H -4.872 -6.034 3.583
C 1.138 5.129 -0.866
H 1.238 -2.441 -2.845
H 0.986 2.384 -4.371
H 3.753 -1.368 5.106
C 2.483 3.354 -5.602
C 2.233 5.832 -1.370
C -2.205 -3.657 1.860
H -0.496 -2.073 6.030
H 0.397 0.343 5.728
C 3.217 3.333 -6.793
H 3.232 -2.065 6.700
H 1.620 0.025 6.979
H -5.726 -3.549 1.762
H 2.942 7.845 1.288
C -5.658 -4.569 1.318
C 1.431 -0.043 5.889
O 2.062 4.382 -3.379
H 2.867 -0.272 3.382
C 2.665 5.444 -2.701
C 0.728 -1.587 -3.304
N 0.540 -1.267 1.193
C 2.775 4.330 -4.563
H -2.409 1.131 -1.122
N -1.752 2.907 -0.188
H -0.888 0.901 -6.356
C 1.937 1.439 -7.508
H -2.191 -3.774 2.943
H 0.656 -3.456 5.922
H 4.002 4.083 -6.951
C -4.160 -6.599 0.960
N -0.164 -0.754 -2.663
C 2.942 2.368 -7.752
H -0.533 -2.885 4.005
Os -0.144 -0.896 -0.625
C -3.164 -4.295 1.055
H -4.219 -4.380 3.686
C -0.404 4.569 1.035
C 0.236 2.154 0.332
C -0.204 -2.094 2.006
H -2.091 -2.981 -1.937
C 0.092 0.441 -6.122
H 1.710 0.680 -8.247
H -3.822 -4.445 -1.017
H -1.358 5.096 0.846
C -1.614 1.690 -0.625
C -2.142 -3.169 -0.865
H 3.499 2.365 -8.687
N 3.683 5.284 -4.579
H 2.303 -0.150 0.958
H -3.129 -5.803 3.390
H -1.341 0.843 -3.509
C 0.750 5.351 0.449
C 1.203 1.440 -6.305
C 1.215 -1.587 3.893
C 1.490 2.393 -5.337
H 1.252 2.130 0.657
C -0.586 0.071 -3.619
C -4.269 -5.212 1.627
*
```

The value obtained for the molar mass is 843.0 Da. The value obtained for the HOMO-LUMO gap (spin up / spin down) is 7.0 / 5.4 eV. For the total energy, the calculation gives -2184.032420 a.u. The expectation value of S² is 6.048.

The following is a quantum chemistry calculation of a 2-piece molecular cluster, C5H5NO2S overall at a distorted geometry, from OMol25.

```
! wB97M-V def2-TZVPD RIJCOSX def2/J DEFGRID3
* xyz 0 3
H -0.668 -3.073 0.496
H -0.484 2.027 1.079
O 1.547 2.436 -1.551
C 0.030 -2.456 -0.078
C -1.710 -0.617 -0.862
C -0.599 1.107 0.546
H -0.174 -3.012 -1.156
H 1.016 -2.539 0.233
N -0.416 -1.064 -0.035
C 1.285 2.958 -0.576
O 1.017 3.580 0.338
C 0.059 -0.087 0.777
S -1.915 1.003 -0.462
H 1.011 -0.264 1.252
*
```

The value obtained for the molar mass is 143.2 Da. The value obtained for the HOMO-LUMO gap (spin up / spin down) is 6.4 / 6.7 eV. For the total energy, the calculation gives -796.760189 a.u. The energy above the lowest of the compared OMol25 structures with the same formula, charge and spin comes out at 0.0 kcal/mol. The expectation value of S² is 2.011.

The following is a quantum chemistry calculation of one molecule with the formula C5H8O at a distorted geometry, from OMol25.

```
! wB97M-V def2-TZVPD RIJCOSX def2/J DEFGRID3
* xyz 0 1
O 1.443 0.028 1.247
H -1.312 1.631 -0.989
H -1.726 -1.022 0.538
H 2.991 0.015 -0.234
C -1.727 1.035 -0.172
C 2.212 -0.633 0.200
H -1.399 1.465 0.779
H -2.819 1.108 -0.215
H -1.678 -0.866 -1.219
H 2.719 -1.496 0.660
C -1.311 -0.432 -0.285
C 0.082 -0.727 -0.501
H 1.303 0.958 1.013
C 1.221 -1.064 -0.825
*
```

The value obtained for the molar mass is 84.1 Da. The value obtained for the HOMO-LUMO gap is 9.9 eV. For the total energy, the calculation gives -270.423305 a.u. The energy above the lowest of the compared OMol25 structures with the same formula, charge and spin comes out at 84.5 kcal/mol.

The following is a quantum chemistry calculation of a 2-piece molecular cluster, C6H11O overall at a distorted geometry, from OMol25.

```
! wB97M-V def2-TZVPD RIJCOSX def2/J DEFGRID3
* xyz -1 1
C 1.713 2.341 -1.619
H 1.441 1.058 0.165
H -0.584 -3.363 0.979
O 3.058 2.369 -1.531
H -1.957 -2.028 -0.860
C -1.507 -1.308 1.075
C -1.171 -1.649 -0.202
H -2.358 -3.319 0.894
C -1.487 -2.770 1.292
H 1.275 2.302 -2.694
H 0.000 1.250 -0.902
H 1.176 3.262 -1.134
H 1.287 0.210 -1.303
H -1.632 -2.953 2.414
H -1.857 0.776 1.678
C 1.044 1.140 -0.892
C -1.808 -0.330 2.016
H -1.956 -0.690 2.988
*
```

The value obtained for the molar mass is 99.2 Da. The value obtained for the HOMO-LUMO gap is 4.5 eV. For the total energy, the calculation gives -310.214004 a.u. The energy above the lowest of the compared OMol25 structures with the same formula, charge and spin comes out at 127.2 kcal/mol.

The following is a quantum chemistry calculation of a 2-piece molecular cluster, C4H6S2 overall at a distorted geometry, from OMol25.

```
! wB97M-V def2-TZVPD RIJCOSX def2/J DEFGRID3
* xyz 0 1
H -0.971 1.493 -1.196
H -0.034 -1.501 -1.092
S -2.911 0.034 -0.068
H 0.996 -0.660 1.340
H 1.494 1.840 -0.193
C -1.349 0.140 -0.720
H -0.960 -1.497 0.372
C -0.406 -0.942 -0.246
C 0.303 -0.045 0.742
C 1.454 0.758 0.036
S 2.856 -0.174 -0.272
H -0.473 0.553 1.298
*
```

The value obtained for the molar mass is 118.2 Da. The value obtained for the HOMO-LUMO gap is 7.9 eV. For the total energy, the calculation gives -952.211944 a.u. The energy above the lowest of the compared OMol25 structures with the same formula, charge and spin comes out at 98.8 kcal/mol.

- Which formula does entry 1 have?
  C23H48O5P4W